[1]
The following is a quantum chemistry calculation of a single C2HNO molecule in a non-equilibrium geometry, from the OMol25 dataset.

The calculation puts the energy above the lowest of the compared OMol25 structures with the same formula, charge and spin at 1.3004 eV. The HOMO energy comes out at -11.07 eV. As for the charge: 0. The calculation puts the maximum force at 2.83 eV/Å. Its structure (SMILES) is N#CC=O. The value obtained for the frontier orbital gap is 0.3791 Eh. The calculation puts the LUMO energy at -0.8 eV. Its total energy is -5625.2795 eV.

Each line ends with the Löwdin charge.
Geometry (Å):
N -1.18 -1.53 -0.47  0.16
C -0.56 -0.69 0.04  -0.19
C 0.34 0.44 0.28  -0.18
O 0.16 1.02 -0.77  0.06
H 1.23 0.76 0.91  0.15



[2]
The following is a quantum chemistry calculation of a 2-piece molecular cluster, C2HNO overall in a non-equilibrium geometry, from the OMol25 dataset.

The calculation puts the energy above the lowest of the compared OMol25 structures with the same formula, charge and spin at 3.9096 eV. The HOMO energy (spin up / spin down) comes out at -9.87 / -9.88 eV. As for the charge: 0. The calculation puts the maximum force at 6.67 eV/Å. The value obtained for the frontier orbital gap (spin up / spin down) is 0.2713 / 0.2715 Eh. The calculation puts the LUMO energy (spin up / spin down) at -2.5 / -2.5 eV. Its total energy is -5622.6702 eV.

Each line ends with the Löwdin charge.
Geometry (Å):
C 1.46 -0.37 0.06  -0.34
C -1.26 0.23 0.05  0.18
N 2.60 -0.44 0.01  -0.14
O -1.57 1.36 0.03  0.23
H -1.23 -0.78 -0.14  0.07



[3]
The following is a quantum chemistry calculation of a 2-piece molecular cluster, C2HNO2 overall in a non-equilibrium geometry, from the OMol25 dataset.

The calculation puts the energy above the lowest of the compared OMol25 structures with the same formula, charge and spin at 0.3445 eV. The HOMO energy comes out at -11.09 eV. As for the charge: 0. The calculation puts the maximum force at 3.75 eV/Å. The value obtained for the frontier orbital gap is 0.4357 Eh. The calculation puts the LUMO energy at 0.8 eV. Its total energy is -7674.7661 eV.

Each line ends with the Löwdin charge.
Geometry (Å):
C 0.08 -0.31 1.14  -0.44
C -2.63 -1.76 2.19  0.02
N 0.09 0.04 0.01  0.17
O -0.09 -0.48 2.30  0.09
O -3.49 -2.38 2.58  0.05
H 0.76 -0.30 -0.72  0.11



[4]
The following is a quantum chemistry calculation of a single C2HNO2 molecule in a non-equilibrium geometry, from the OMol25 dataset.

The calculation puts the energy above the lowest of the compared OMol25 structures with the same formula, charge and spin at 1.0689 eV. The HOMO energy comes out at -12.27 eV. As for the charge: 0. The calculation puts the maximum force at 5.29 eV/Å. Its structure (SMILES) is N#CC(=O)O. The value obtained for the frontier orbital gap is 0.4389 Eh. The calculation puts the LUMO energy at -0.3 eV. Its total energy is -7674.0417 eV.

Each line ends with the Löwdin charge.
Geometry (Å):
N 1.43 0.63 1.46  0.18
C 0.72 0.30 0.56  -0.09
C -0.10 0.06 -0.68  -0.52
O 0.14 0.55 -1.72  0.18
O -1.15 -0.76 -0.33  0.08
H -1.04 -0.78 0.71  0.17



[5]
The following is a quantum chemistry calculation of a single C2HNO2S molecule in a non-equilibrium geometry, from the OMol25 dataset.

The calculation puts the energy above the lowest of the compared OMol25 structures with the same formula, charge and spin at 5.9813 eV. The HOMO energy (spin up / spin down) comes out at -8.87 / -8.32 eV. As for the charge: 0. The calculation puts the maximum force at 3.25 eV/Å. The value obtained for the frontier orbital gap (spin up / spin down) is 0.2719 / 0.2541 Eh. The calculation puts the LUMO energy (spin up / spin down) at -1.5 / -1.4 eV. Its total energy is -18504.8372 eV.

Each line ends with the Löwdin charge.
Geometry (Å):
C -1.89 0.24 0.22  -0.21
C -0.89 1.06 -0.19  -0.16
N -2.91 -0.26 0.56  0.19
O 0.29 1.10 -0.35  -0.16
O 1.21 -1.65 0.27  -0.56
S 1.55 -0.50 -0.56  0.94
H 2.65 0.01 0.04  -0.05



[6]
The following is a quantum chemistry calculation of a 2-piece molecular cluster, C2HNO3S overall in a non-equilibrium geometry, from the OMol25 dataset.

The calculation puts the energy above the lowest of the compared OMol25 structures with the same formula, charge and spin at 0.3530 eV. The HOMO energy comes out at -9.22 eV. As for the charge: 0. The calculation puts the maximum force at 3.55 eV/Å. Its structure (SMILES) is O=C=NS.O=C=O. The value obtained for the frontier orbital gap is 0.3436 Eh. The calculation puts the LUMO energy at 0.1 eV. Its total energy is -20557.5280 eV.

Each line ends with the Löwdin charge.
Geometry (Å):
O -2.45 -0.51 -2.40  0.19
C -1.58 0.01 -1.86  -0.44
N -0.90 0.60 -1.05  -0.35
S 0.74 0.81 -1.00  0.70
H 0.80 1.90 0.06  -0.03
O 0.76 -1.79 1.43  0.21
C 1.13 -0.91 2.05  -0.50
O 1.50 -0.10 2.75  0.22



[7]
The following is a quantum chemistry calculation of a single C2HNOS molecule in a non-equilibrium geometry, from the OMol25 dataset.

The calculation puts the energy above the lowest of the compared OMol25 structures with the same formula, charge and spin at 0.8294 eV. The HOMO energy comes out at -10.84 eV. As for the charge: 0. The calculation puts the maximum force at 3.12 eV/Å. Its structure (SMILES) is N#CC(=O)S. The value obtained for the frontier orbital gap is 0.3661 Eh. The calculation puts the LUMO energy at -0.9 eV. Its total energy is -16461.7042 eV.

Each line ends with the Löwdin charge.
Geometry (Å):
N -1.57 1.83 0.59  0.21
C -0.88 0.95 0.37  -0.19
C -0.26 -0.29 0.05  -0.84
O -0.77 -1.38 0.15  0.02
S 1.40 -0.26 -0.48  0.87
H 1.54 -1.58 -0.19  -0.07



[8]
The following is a quantum chemistry calculation of a 2-piece molecular cluster, C2HNOS2 overall, from the OMol25 dataset.

The calculation puts the energy above the lowest of the compared OMol25 structures with the same formula, charge and spin at 2.6068 eV. The HOMO energy (spin up / spin down) comes out at 0.26 / 1.60 eV. As for the charge: -2. The calculation puts the maximum force at 0.91 eV/Å. The value obtained for the frontier orbital gap (spin up / spin down) is 0.2069 / 0.1594 Eh. The calculation puts the LUMO energy (spin up / spin down) at 5.9 / 5.9 eV. Its total energy is -27295.0615 eV.

Each line ends with the Löwdin charge.
Geometry (Å):
C 1.20 0.13 -0.28  -0.86
C -0.95 -0.60 0.71  -0.49
N 0.20 -0.32 0.47  0.00
O -1.79 -1.18 1.34  -0.03
S -2.34 1.68 -0.83  -0.81
S 2.05 -0.79 -1.42  0.18
H 1.64 1.08 0.02  0.01



[9]
The following is a quantum chemistry calculation of an isolated ion of composition C2HO4 and charge -1 in a non-equilibrium geometry, from the OMol25 dataset.

The calculation puts the energy above the lowest of the compared OMol25 structures with the same formula, charge and spin at 4.6448 eV. The HOMO energy comes out at -4.66 eV. As for the charge: -1. The calculation puts the maximum force at 2.68 eV/Å. Its structure (SMILES) is O=C([O-])C1OO1. The value obtained for the frontier orbital gap is 0.3316 Eh. The calculation puts the LUMO energy at 4.4 eV. Its total energy is -10277.7255 eV.

Each line ends with the Löwdin charge.
Geometry (Å):
O 0.57 -1.57 1.00  -0.01
C 0.05 -1.09 0.01  -0.74
O -0.52 -1.57 -0.97  -0.04
C 0.03 0.48 -0.19  -0.12
O -0.88 1.30 0.44  -0.10
O 0.44 1.64 0.89  -0.10
H 0.32 0.82 -1.18  0.12



[10]
The following is a quantum chemistry calculation of an isolated ion of composition C2HO4 and charge -1 in a non-equilibrium geometry, from the OMol25 dataset.

The calculation puts the energy above the lowest of the compared OMol25 structures with the same formula, charge and spin at 0.3017 eV. The HOMO energy comes out at -5.24 eV. As for the charge: -1. The calculation puts the maximum force at 2.59 eV/Å. Its structure (SMILES) is O=COC(=O)[O-]. The value obtained for the frontier orbital gap is 0.3571 Eh. The calculation puts the LUMO energy at 4.5 eV. Its total energy is -10282.0686 eV.

Each line ends with the Löwdin charge.
Geometry (Å):
O -0.92 -0.95 -0.33  -0.04
C -0.53 0.17 0.04  -0.49
O -1.29 1.11 0.44  -0.02
C -2.80 0.27 0.09  -0.67
O -3.28 -0.07 1.14  0.04
O -3.02 0.45 -1.06  0.07
H 0.53 0.39 -0.09  0.11



[11]
The following is a quantum chemistry calculation of a 2-piece molecular cluster, C2HOP overall in a non-equilibrium geometry, from the OMol25 dataset.

The HOMO energy (spin up / spin down) comes out at -7.58 / -11.28 eV. As for the charge: 0. The calculation puts the maximum force at 4.78 eV/Å. The value obtained for the frontier orbital gap (spin up / spin down) is 0.2515 / 0.2749 Eh. The expectation value of S² is 2.021. As for the multiplicity: 3. The calculation puts the LUMO energy (spin up / spin down) at -0.7 / -3.8 eV. Its total energy is -13419.2731 eV.

Each line ends with the Löwdin charge.
Geometry (Å):
C 1.76 -0.33 0.06  -0.03
C 0.66 0.13 0.25  -0.01
O -2.84 0.89 -0.37  -0.62
P -2.23 -0.19 0.35  0.71
H 2.65 -0.50 -0.28  -0.04



[12]
The following is a quantum chemistry calculation of C2KO4 as an isolated structure in a non-equilibrium geometry, from the OMol25 dataset.

The calculation puts the energy above the lowest of the compared OMol25 structures with the same formula, charge and spin at 0.0000 eV. The HOMO energy (spin up / spin down) comes out at -6.20 / -10.13 eV. As for the charge: 0. The calculation puts the maximum force at 2.61 eV/Å. The value obtained for the frontier orbital gap (spin up / spin down) is 0.1866 / 0.3279 Eh. The expectation value of S² is 0.763. As for the multiplicity: 2. The calculation puts the LUMO energy (spin up / spin down) at -1.1 / -1.2 eV. Its total energy is -26587.9742 eV.

Each line ends with the Löwdin charge.
Geometry (Å):
C 0.37 -0.14 0.47  -0.54
O 1.35 -0.50 1.13  -0.09
O -0.40 0.80 0.71  -0.06
K 0.91 1.25 3.04  0.99
O 0.08 -0.99 -1.15  0.02
O -1.57 0.20 -2.18  0.09
C -0.74 -0.61 -2.02  -0.41